No. 1
C6H13N3 | the ωB97M-V functional and the def2-TZVPD basis

Values from the calculation:
E_HOMO = -7.0837 eV
Net charge = 0
Spin multiplicity = 1
LUMO level = 0.8 eV
F_max = 0.10282 Eh/bohr
SMILES = [H]/N=C/C(=C)C.[H]/N=C(\C)N
Frontier orbital gap = 0.28923 Eh
ΔE to the lowest compared entry with this formula, charge and spin = 4.508 eV

```
22
C6H13N3 | OMol25 | the ωB97M-V functional and the def2-TZVPD basis
H 1.334 -2.707 0.515
N 0.973 -1.915 -0.019
C 1.122 -0.797 0.554
C 0.942 0.768 -0.248
C 1.896 1.632 0.215
C 0.823 0.522 -1.730
H 1.647 -0.666 1.515
H 2.754 1.894 -0.384
H 2.081 1.778 1.271
H 0.471 -0.468 -2.006
H 0.089 1.234 -2.118
H 1.767 0.740 -2.224
H -1.349 -1.210 2.385
N -1.340 -0.235 2.092
C -1.339 -0.159 0.813
C -1.981 -1.050 -0.215
N -0.939 1.166 0.325
H -1.257 -1.581 -0.825
H -2.631 -1.787 0.254
H -2.608 -0.484 -0.909
H -0.886 1.792 1.124
H -1.568 1.534 -0.387
```

---

No. 2
C4H16O8 | the ωB97M-V functional and the def2-TZVPD basis

Values from the calculation:
E_HOMO (alpha / beta) = -5.7675 / -5.7635 eV
Net charge = -1
Spin multiplicity = 2
LUMO level (alpha / beta) = 3.1 / -0.3 eV
F_max = 0.06101 Eh/bohr
Frontier orbital gap (alpha / beta) = 0.32442 / 0.20023 Eh

```
28
C4H16O8 | OMol25 | the ωB97M-V functional and the def2-TZVPD basis
O -0.865 1.639 -0.707
C -1.142 0.877 -1.681
O -1.393 1.226 -2.848
C -1.204 -0.655 -1.256
C 0.145 -1.100 -0.755
C 0.073 -1.685 0.678
O 1.045 -1.233 1.527
H -1.534 -1.020 -2.231
H -2.002 -0.660 -0.526
H 0.824 -0.248 -0.661
H 0.624 -1.804 -1.440
H -0.956 -1.535 1.026
H 0.150 -2.798 0.681
H 1.264 1.854 1.182
H -0.102 2.169 0.780
O 0.531 2.384 1.516
H 3.091 -0.279 -0.348
H 2.284 -0.284 0.994
O 3.123 0.005 0.590
H -1.990 0.123 1.728
H -2.731 0.982 0.775
O -2.889 0.381 1.510
H 0.396 -0.809 2.796
H 0.249 0.694 3.240
O -0.041 -0.213 3.462
H 0.216 0.643 -3.390
H 1.681 0.969 -3.064
O 1.155 0.375 -3.578
```